Entry 1:
Here is a 2-piece molecular cluster, C4H15N2O overall in a non-equilibrium geometry from the OMol25 dataset. Energies are from wB97M-V/def2-TZVPD.

Element x y z (Å)
C (0.688, -0.061, 2.071)
N (-0.151, 1.135, 1.974)
C (0.435, -1.157, 1.005)
N (0.033, -0.604, -0.346)
C (-1.154, -1.235, -1.149)
C (-1.201, -0.582, -2.528)
H (0.670, -0.500, 3.084)
H (1.682, 0.385, 1.927)
H (-1.119, 0.985, 2.306)
H (0.284, 1.901, 2.504)
H (-0.386, -1.731, 1.435)
H (1.332, -1.730, 0.817)
H (0.779, -0.568, -1.043)
H (-0.136, 0.379, -0.152)
H (-0.915, -2.300, -1.209)
H (-2.005, -1.127, -0.481)
H (-1.206, 0.510, -2.444)
H (-2.026, -0.896, -3.160)
H (-0.273, -0.892, -3.024)
H (0.924, 2.844, -0.494)
H (1.971, 1.989, -1.202)
O (1.077, 1.954, -0.827)

Results
⟨S²⟩: 0.75
Energy above the lowest of the compared OMol25 structures with the same formula, charge and spin (eV): 1.733
2S+1: 2
Strongest force on any atom (eV Å⁻¹): 3.9
Net charge: +2

=====

Entry 2:
Here is C28H63O22PSSi2 as an isolated structure in a non-equilibrium geometry from the OMol25 dataset. Energies are from wB97M-V/def2-TZVPD.

Element x y z (Å)
C (2.248, 3.276, -0.219)
C (3.135, 2.063, 0.141)
C (2.491, 0.654, -0.097)
Si (0.643, 0.631, -0.474)
O (-0.314, 1.601, 0.565)
Si (-1.787, 0.855, 1.047)
C (-3.122, 1.165, -0.258)
C (-4.401, 0.333, 0.147)
C (-3.575, 2.657, -0.345)
C (-2.460, 3.617, -0.851)
P (0.213, 1.022, -2.648)
S (0.243, -0.717, -3.599)
H (1.418, 3.437, 0.480)
H (2.880, 4.174, -0.115)
H (1.911, 3.285, -1.266)
H (4.030, 2.125, -0.498)
H (3.506, 2.163, 1.168)
H (3.017, 0.145, -0.921)
H (2.686, 0.041, 0.798)
H (0.178, -0.758, -0.272)
H (-1.522, -0.568, 1.301)
H (-2.315, 1.419, 2.312)
H (-2.808, 0.840, -1.264)
H (-4.333, 0.080, 1.216)
H (-5.311, 0.899, -0.083)
H (-4.471, -0.608, -0.414)
H (-4.389, 2.723, -1.080)
H (-3.892, 2.993, 0.651)
H (-1.581, 3.636, -0.197)
H (-2.192, 3.432, -1.899)
H (-2.884, 4.634, -0.824)
H (1.199, 1.847, -3.250)
H (-1.107, 1.537, -2.835)
C (3.560, 3.131, -5.385)
O (4.073, 4.460, -5.304)
C (5.049, 4.606, -4.411)
O (5.496, 3.744, -3.707)
O (5.439, 5.879, -4.433)
C (6.489, 6.178, -3.514)
H (2.774, 3.126, -6.136)
H (4.339, 2.435, -5.694)
H (3.132, 2.827, -4.430)
H (7.381, 5.598, -3.747)
H (6.169, 5.992, -2.490)
H (6.718, 7.235, -3.624)
C (4.340, 1.968, -11.357)
O (3.948, 1.841, -9.991)
C (2.801, 1.186, -9.817)
O (2.116, 0.723, -10.684)
O (2.551, 1.137, -8.510)
C (1.341, 0.456, -8.171)
H (5.280, 2.514, -11.371)
H (4.496, 0.988, -11.806)
H (3.597, 2.531, -11.920)
H (1.382, -0.583, -8.494)
H (0.480, 0.959, -8.610)
H (1.244, 0.481, -7.088)
C (-6.709, -3.742, 4.137)
O (-5.838, -3.273, 3.109)
C (-4.820, -4.092, 2.848)
O (-4.601, -5.138, 3.391)
O (-4.089, -3.544, 1.880)
C (-2.954, -4.321, 1.495)
H (-7.492, -2.997, 4.259)
H (-7.166, -4.689, 3.853)
H (-6.172, -3.846, 5.080)
H (-3.263, -5.290, 1.107)
H (-2.271, -4.446, 2.334)
H (-2.438, -3.777, 0.707)
C (2.445, -3.546, 5.743)
O (1.829, -2.266, 5.900)
C (1.294, -1.778, 4.782)
O (1.294, -2.312, 3.709)
O (0.757, -0.593, 5.066)
C (0.142, 0.038, 3.946)
H (2.841, -3.841, 6.711)
H (1.713, -4.289, 5.427)
H (3.267, -3.492, 5.030)
H (-0.677, -0.570, 3.564)
H (0.874, 0.231, 3.161)
H (-0.260, 0.989, 4.287)
C (-0.770, -8.266, 9.588)
O (-0.061, -7.177, 8.999)
C (-0.816, -6.105, 8.765)
O (-1.985, -6.001, 9.004)
O (-0.042, -5.169, 8.218)
C (-0.728, -3.955, 7.911)
H (-0.056, -9.073, 9.730)
H (-1.176, -7.981, 10.558)
H (-1.565, -8.610, 8.928)
H (-1.134, -3.501, 8.814)
H (-1.521, -4.134, 7.184)
H (-0.003, -3.272, 7.473)
C (-4.491, 4.088, 3.851)
O (-4.851, 5.355, 4.396)
C (-5.122, 6.277, 3.474)
O (-5.083, 6.118, 2.286)
O (-5.443, 7.406, 4.103)
C (-5.759, 8.487, 3.228)
H (-4.294, 3.419, 4.684)
H (-5.308, 3.676, 3.260)
H (-3.587, 4.172, 3.248)
H (-6.624, 8.244, 2.612)
H (-4.904, 8.738, 2.601)
H (-6.001, 9.344, 3.851)
C (3.908, -6.821, -5.125)
O (4.071, -5.791, -4.153)
C (3.511, -4.630, -4.496)
O (2.914, -4.412, -5.512)
O (3.733, -3.761, -3.515)
C (3.180, -2.463, -3.752)
H (4.401, -7.709, -4.738)
H (2.852, -7.043, -5.278)
H (4.378, -6.540, -6.067)
H (2.099, -2.513, -3.849)
H (3.623, -2.014, -4.641)
H (3.421, -1.843, -2.891)

Results
Strongest force on any atom (eV Å⁻¹): 1.8
E (a.u.): -4078.58992

=====

Entry 3:
Here is a 7-piece molecular cluster, C29H31Cl4F4NO overall from the OMol25 dataset. Energies are from wB97M-V/def2-TZVPD.

Element x y z (Å)
F (0.858, -2.450, 6.292)
C (0.541, -2.821, 5.032)
C (1.325, -2.380, 3.996)
C (0.997, -2.743, 2.697)
C (-0.117, -3.541, 2.461)
C (-0.888, -3.982, 3.525)
C (-0.561, -3.628, 4.826)
H (2.182, -1.744, 4.176)
H (1.581, -2.373, 1.864)
H (-0.365, -3.833, 1.448)
H (-1.754, -4.603, 3.341)
H (-1.142, -3.956, 5.678)
F (0.258, 5.888, 0.378)
C (0.628, 5.222, -0.737)
C (0.434, 5.811, -1.972)
C (0.874, 5.125, -3.100)
C (1.437, 3.858, -2.975)
C (1.606, 3.278, -1.722)
C (1.207, 3.973, -0.593)
H (-0.060, 6.774, -2.023)
H (0.731, 5.540, -4.089)
H (1.821, 3.351, -3.853)
H (2.007, 2.280, -1.602)
H (1.327, 3.588, 0.413)
F (-8.013, -1.789, 2.446)
C (-6.807, -2.327, 2.178)
C (-6.735, -3.602, 1.678)
C (-5.477, -4.154, 1.437)
C (-4.343, -3.403, 1.675)
C (-4.431, -2.105, 2.162)
C (-5.679, -1.561, 2.412)
H (-7.628, -4.192, 1.519)
H (-5.409, -5.177, 1.096)
H (-3.361, -3.814, 1.469)
H (-3.502, -1.608, 2.397)
H (-5.813, -0.590, 2.876)
F (6.635, -0.448, -1.217)
C (5.630, -0.217, -2.085)
C (5.906, 0.407, -3.287)
C (4.856, 0.658, -4.154)
C (3.557, 0.296, -3.830)
C (3.313, -0.345, -2.618)
C (4.349, -0.599, -1.737)
H (6.928, 0.645, -3.549)
H (5.066, 1.123, -5.110)
H (2.714, 0.489, -4.483)
H (2.303, -0.637, -2.372)
H (4.162, -1.061, -0.774)
C (-1.394, 2.579, -4.740)
N (-1.303, 1.364, -3.953)
C (-0.447, 0.360, -4.281)
C (-0.490, -0.841, -3.370)
O (0.301, 0.427, -5.250)
H (-1.846, 3.362, -4.133)
H (-2.036, 2.431, -5.611)
H (-0.413, 2.911, -5.063)
H (-1.745, 1.340, -3.052)
H (-1.488, -0.962, -2.947)
H (0.200, -0.689, -2.537)
H (-0.180, -1.752, -3.871)
Cl (1.086, -0.009, 0.174)
C (0.147, 0.481, 1.580)
Cl (-1.550, 0.007, 1.416)
H (0.534, -0.034, 2.451)
H (0.190, 1.557, 1.692)
Cl (2.977, 0.691, 5.297)
C (1.340, 0.881, 5.957)
Cl (1.192, 2.316, 6.963)
H (0.645, 0.954, 5.130)
H (1.130, 0.003, 6.556)

Results
Energy above the lowest of the compared OMol25 structures with the same formula, charge and spin (eV): 0.000
Strongest force on any atom (eV Å⁻¹): 0.7
SMILES string: Fc1ccccc1.Fc1ccccc1.Fc1ccccc1.Fc1ccccc1.CNC(C)=O.ClCCl.ClCCl

=====

Entry 4:
Here is C4H6O2 as an isolated structure from the OMol25 dataset. Energies are from wB97M-V/def2-TZVPD.

Element x y z (Å)
O (-0.947, 1.237, -1.561)
C (-1.030, 0.069, -1.005)
C (0.422, -0.256, -0.610)
C (0.723, 0.637, 0.593)
C (0.299, -0.572, 1.333)
O (0.425, -1.451, 0.419)
H (-1.504, -0.765, -1.579)
H (1.138, -0.443, -1.406)
H (0.116, 1.541, 0.636)
H (1.786, 0.858, 0.752)
H (-1.511, -0.006, 0.065)
H (0.084, -0.848, 2.363)

Results
Energy above the lowest of the compared OMol25 structures with the same formula, charge and spin (eV): 5.259
Strongest force on any atom (eV Å⁻¹): 0.6

=====

Entry 5:
Here is C3H11N2OS as an isolated structure in a non-equilibrium geometry from the OMol25 dataset. Energies are from wB97M-V/def2-TZVPD.

Element x y z (Å)
N (0.882, -2.361, 0.630)
C (0.346, -0.740, 0.240)
C (1.218, 0.703, 0.156)
S (0.524, 2.158, -0.369)
C (-0.677, -0.563, 1.438)
N (-1.688, -1.576, 1.430)
H (1.847, -2.440, 1.013)
H (1.139, -1.436, -0.307)
H (-0.284, -0.674, -0.653)
H (1.663, 0.902, 1.170)
H (2.078, 0.394, -0.473)
H (-0.060, -0.521, 2.347)
H (-1.171, 0.409, 1.310)
H (-1.234, -2.487, 1.472)
H (-2.328, -1.494, 2.261)
H (-0.604, 1.012, -2.209)
H (-0.558, -0.465, -2.698)
O (-1.068, 0.429, -2.843)

Results
Energy above the lowest of the compared OMol25 structures with the same formula, charge and spin (eV): 4.823
Strongest force on any atom (eV Å⁻¹): 5.4
Net charge: -1

=====

> Which of these has the lowest strongest force on any atom?

C4H6O2

=====

> Which value of strongest force on any atom does entry 1 give?

3.9 eV Å⁻¹

=====

> The highest strongest force on any atom belongs to which entry?

C3H11N2OS